Record 1
Computed, not measured: a cluster of 3 separate species, C36H61NO14P2S in total at a distorted geometry, with ωB97M-V/def2-TZVPD.

Last columns: bonded neighbours and bond lengths (Å).
Positions of all 115 atoms, in Å:
1 C 3.7601 -3.0580 0.8526  C2 1.642, H33 1.170, H34 1.183, H35 1.170
2 C 3.1424 -4.5425 1.1849  C1 1.642, C3 1.648, H36 1.188, H37 1.192
3 C 2.2817 -5.0945 -0.1079  C2 1.648, C4 1.657, H38 1.187, H39 1.189
4 C 0.6402 -5.0189 0.1085  C3 1.657, O5 1.475, H40 1.188, H41 1.191
5 O -0.0738 -4.6292 -1.1214  C4 1.475, C6 1.475
6 C -0.8938 -3.4370 -0.8352  O5 1.475, C7 1.656, C19 1.643
7 C -2.4614 -3.4692 -0.3035  C6 1.656, O8 1.501, C9 1.646
8 O -3.0360 -4.8392 -0.0901  C7 1.501, H42 1.010
9 C -3.3553 -2.1124 -0.0401  C7 1.646, O10 1.471, C17 1.671
10 O -4.7616 -2.1301 0.3914  C9 1.471, C11 1.471
11 C -4.9016 -2.3170 1.8439  O10 1.471, C12 1.641, H43 1.194, H44 1.187
12 C -6.3936 -1.9887 2.4438  C11 1.641, C13 1.640, C14 1.640, H45 1.193
13 C -6.8391 -2.9013 3.7312  C12 1.640, H46 1.193, H47 1.181, H48 1.191
14 C -7.6124 -2.0621 1.3494  C12 1.640, C15 1.664, C16 1.662, H49 1.194
15 C -7.6959 -0.7337 0.3511  C14 1.664, H50 1.172, H51 1.186, H52 1.194
16 C -7.6769 -3.4949 0.5092  C14 1.662, H53 1.192, H54 1.187, H55 1.183
17 C -2.6837 -0.6063 -0.3088  C9 1.671, C18 1.672, C31 1.648
18 C -1.1008 -0.5717 -0.8477  C17 1.672, C19 1.671, C23 1.666
19 C -0.2163 -1.9649 -1.1078  C6 1.643, C18 1.671, N20 1.531
20 N 1.2211 -1.9473 -1.6351  C19 1.531, C21 1.386
21 C 1.0884 -2.1139 -3.0049  N20 1.386, O22 1.362
22 O 1.3662 -2.0437 -4.3367  C21 1.362
23 C -0.4612 0.9357 -1.1518  C18 1.666, O24 1.357, C25 1.640
24 O 0.7469 1.0855 -1.7504  C23 1.357
25 C -1.2743 2.3124 -0.7881  C23 1.640, C26 1.666, C30 1.510
26 C -0.6609 3.8529 -0.9450  C25 1.666, C27 1.665, H56 1.172, H57 1.192
27 C -0.4009 4.5329 0.5525  C26 1.665, C28 1.658, H58 1.184, H59 1.188
28 C 1.1789 4.2578 0.9757  C27 1.658, S29 1.883, H60 1.188, H61 1.191
29 S 1.3153 2.8086 2.1700  C28 1.883, H62 1.413
30 C -2.6911 2.2450 -0.2694  C25 1.510, C31 1.653, H63 1.193
31 C -3.4934 0.8110 -0.0853  C17 1.648, C30 1.653, O32 1.352
32 O -4.7962 0.9080 0.2635  C31 1.352
33 H 2.9320 -2.4280 0.3170  C1 1.170
34 H 4.0347 -2.5585 1.8898  C1 1.183
35 H 4.7039 -3.0632 0.1607  C1 1.170
36 H 2.3843 -4.4880 2.0983  C2 1.188
37 H 4.0309 -5.2898 1.4559  C2 1.192
38 H 2.5665 -4.4451 -1.0594  C3 1.187
39 H 2.6532 -6.2081 -0.2935  C3 1.189
40 H 0.3234 -4.2341 0.9417  C4 1.188
41 H 0.2767 -6.1223 0.3723  C4 1.191
42 H -2.3132 -5.3041 0.4412  O8 1.010
43 H -4.1541 -1.5636 2.3906  C11 1.194
44 H -4.5592 -3.4124 2.1461  C11 1.187
45 H -6.3546 -0.8604 2.8300  C12 1.193
46 H -7.6682 -2.3245 4.3661  C13 1.193
47 H -7.3316 -3.9333 3.4368  C13 1.181
48 H -5.9521 -3.0955 4.5016  C13 1.191
49 H -8.6275 -2.0321 1.9768  C14 1.194
50 H -6.7923 -0.6493 -0.3908  C15 1.172
51 H -8.7503 -0.8130 -0.1862  C15 1.186
52 H -7.7770 0.1974 1.0938  C15 1.194
53 H -8.7009 -3.4471 -0.0997  C16 1.192
54 H -7.6362 -4.4434 1.2222  C16 1.187
55 H -6.8216 -3.5734 -0.3046  C16 1.183
56 H 0.3128 3.7960 -1.5956  C26 1.172
57 H -1.5226 4.5063 -1.4476  C26 1.192
58 H -0.6630 5.6852 0.4875  C27 1.184
59 H -1.0899 4.0102 1.3675  C27 1.188
60 H 1.5787 5.2482 1.4968  C28 1.188
61 H 1.8018 4.0942 -0.0263  C28 1.191
62 H 1.7378 1.6493 1.4805  S29 1.413
63 H -3.2673 3.2489 0.0182  C30 1.193
64 O 0.3234 5.5116 5.2703  P65 1.548
65 P -0.9648 6.1803 5.8093  O64 1.548, O66 1.655, O69 1.674, O72 1.730
66 O -1.8284 5.9663 4.4142  P65 1.655, C67 1.418
67 C -2.4291 4.6950 4.2292  O66 1.418, C68 1.518, H75 1.095, H76 1.093
68 C -3.5388 4.4466 5.2350  C67 1.518, H77 1.094, H78 1.095, H79 1.094
69 O -0.4117 7.7325 5.5143  P65 1.674, C70 1.432
70 C 1.0021 7.9408 5.4235  O69 1.432, C71 1.527, H80 1.098, H81 1.094
71 C 1.5111 7.7266 3.9995  C70 1.527, H82 1.100, H83 1.094, H84 1.096
72 O -2.4042 6.9275 6.4114  P65 1.730, C73 1.423
73 C -2.4863 6.9026 7.8320  O72 1.423, C74 1.521, H85 1.098, H86 1.094
74 C -1.3282 7.6255 8.5018  C73 1.521, H87 1.089, H88 1.089, H89 1.099
75 H -1.6641 3.9152 4.2977  C67 1.095
76 H -2.8417 4.6717 3.2168  C67 1.093
77 H -3.1376 4.3765 6.2503  C68 1.094
78 H -4.0608 3.5089 5.0179  C68 1.095
79 H -4.2639 5.2663 5.2281  C68 1.094
80 H 1.5310 7.2936 6.1357  C70 1.098
81 H 1.2186 8.9672 5.7337  C70 1.094
82 H 1.0564 6.8591 3.4998  C71 1.100
83 H 2.5980 7.6010 3.9894  C71 1.094
84 H 1.2593 8.5934 3.3781  C71 1.096
85 H -2.5112 5.8561 8.1641  C73 1.098
86 H -3.4342 7.3673 8.1206  C73 1.094
87 H -0.3767 7.1465 8.2767  C74 1.089
88 H -1.4622 7.6479 9.5820  C74 1.089
89 H -1.2643 8.6596 8.1356  C74 1.099
90 O 5.9224 -3.8134 -5.1187  P91 1.548
91 P 6.1399 -3.6819 -6.6460  O90 1.548, O92 1.655, O95 1.674, O98 1.730
92 O 7.4495 -2.6790 -6.5157  P91 1.655, C93 1.418
93 C 8.7018 -3.2996 -6.2755  O92 1.418, C94 1.518, H101 1.095, H102 1.093
94 C 9.1553 -4.1278 -7.4643  C93 1.518, H103 1.094, H104 1.095, H105 1.094
95 O 4.9567 -2.5109 -6.8228  P91 1.674, C96 1.432
96 C 3.9285 -2.4332 -5.8291  O95 1.432, C97 1.527, H106 1.098, H107 1.094
97 C 4.3372 -1.5296 -4.6676  C96 1.527, H108 1.100, H109 1.094, H110 1.096
98 O 6.3829 -3.5350 -8.3526  P91 1.730, C99 1.423
99 C 5.8368 -4.6268 -9.0839  O98 1.423, C100 1.521, H111 1.098, H112 1.094
100 C 4.3364 -4.7766 -8.8865  C99 1.521, H113 1.089, H114 1.089, H115 1.099
101 H 8.6367 -3.9193 -5.3756  C93 1.095
102 H 9.4295 -2.5062 -6.0842  C93 1.093
103 H 8.4907 -4.9823 -7.6217  C94 1.094
104 H 10.1664 -4.5171 -7.3070  C94 1.095
105 H 9.1428 -3.5331 -8.3831  C94 1.094
106 H 3.6610 -3.4377 -5.4755  C96 1.098
107 H 3.0264 -2.0310 -6.2993  C96 1.094
108 H 5.3835 -1.6644 -4.3575  C97 1.100
109 H 3.6945 -1.6984 -3.7983  C97 1.094
110 H 4.2476 -0.4780 -4.9624  C97 1.096
111 H 6.3452 -5.5487 -8.7708  C99 1.098
112 H 6.0603 -4.4653 -10.1430  C99 1.094
113 H 4.0918 -4.9960 -7.8484  C100 1.089
114 H 3.9437 -5.5740 -9.5151  C100 1.089
115 H 3.8245 -3.8403 -9.1485  C100 1.099

Output
LUMO, eV: -2.074
SMILES: CCCCOc1c(O)c(OC[C@H](C)C(C)C)c2c(c1N=C=O)C(=O)C(CCCS)=CC2=O.CCOP(=O)(OCC)OCC.CCOP(=O)(OCC)OCC
Kohn-Sham gap, hartree: 0.251

Record 2
Computed, not measured: a cluster of 2 separate species, CH3OP in total at a distorted geometry, with ωB97M-V/def2-TZVPD.

Last columns: bonded neighbours and bond lengths (Å).
Positions of all 6 atoms, in Å:
1 C -0.1162 -0.2786 0.0819  O2 1.373, P3 1.748, H4 1.086
2 O 0.8428 -1.2550 -0.0333  C1 1.373, P3 1.679
3 P 1.5451 0.2655 0.0900  C1 1.748, O2 1.679, H6 1.373
4 H -1.1525 -0.2428 -0.2405  C1 1.086
5 H -0.8915 0.2200 1.6495  no bonds
6 H 1.7773 0.5576 -1.2311  P3 1.373

Output
LUMO, eV: 0.210
Kohn-Sham gap, hartree: 0.345